C24H27AsMnN5O5Se | ωB97M-V with the def2-TZVPD basis set

Its spin multiplicity is 4. The largest force on an atom comes out at 0.010 Eh/bohr. Its total charge is +1. For the energy relative to the best compared isomer or geometry (same formula, charge and spin), the calculation gives 0.0 kJ/mol. As for the LUMO energy (alpha / beta): -3.98 / -4.06 eV.

Geometry (Å):
Mn -0.32292 -0.45737 -0.75600
O -0.40868 1.15813 -4.34947
C -0.63656 0.57366 -3.32654
O 0.17337 0.52233 -2.27604
C -1.91300 -0.18993 -3.06553
C -3.02874 -0.31476 -3.86737
C -4.10409 -1.05199 -3.37213
C -4.03891 -1.64977 -2.11542
C -2.88083 -1.48249 -1.38144
N -1.88237 -0.76542 -1.87239
C -2.52573 -2.04154 -0.02189
O -3.25934 -2.76215 0.59750
O -1.30453 -1.68064 0.33752
H -3.04092 0.15726 -4.83890
H -4.99826 -1.16051 -3.96995
H -4.84723 -2.23621 -1.70371
Se 4.26247 -1.33686 -3.00417
N 4.19371 -3.07480 -2.70783
C 3.02422 -3.31410 -2.14472
C 2.57051 -4.60676 -1.74125
C 1.34532 -4.67618 -1.17624
C 0.56380 -3.48948 -1.00937
N 0.91990 -2.28522 -1.36229
C 2.17443 -2.16805 -1.93405
N 2.66620 -1.00944 -2.31385
H 3.20291 -5.47066 -1.88731
H 0.92878 -5.61272 -0.83499
H -0.40636 -3.58097 -0.54037
C 3.85806 1.00785 0.67681
As 2.10260 1.50979 0.13070
C 1.44688 2.79668 1.37882
C 2.22059 2.39230 -1.55747
O 1.21206 0.06288 0.22913
H 4.51320 1.87638 0.62274
H 4.23038 0.21614 0.02847
H 3.80373 0.64591 1.70281
H 2.20550 3.57134 1.49222
H 1.25244 2.30845 2.33430
H 0.52170 3.23236 1.00274
H 3.04405 3.10135 -1.45673
H 1.28835 2.91575 -1.75178
H 2.40260 1.67313 -2.34893
C 1.19768 -0.06730 3.60791
N -0.11718 0.54316 3.64899
C -0.69711 0.40138 4.97216
C -0.99007 0.06066 2.58154
C -1.36614 1.15162 1.58517
C -1.90285 2.31954 2.13988
C -2.31369 3.39142 1.37183
C -2.20239 3.32051 -0.01006
C -1.67292 2.17805 -0.59435
C -1.26540 1.11407 0.20298
H 1.88300 0.47554 4.26172
H 1.58523 -0.05126 2.59072
H 1.18697 -1.11801 3.93542
H -0.03240 0.84712 5.71231
H -0.86209 -0.64888 5.25463
H -1.65365 0.92009 5.02754
H -1.93504 -0.27312 3.02145
H -0.56751 -0.81575 2.09087
H -1.97316 2.37357 3.21873
H -2.72069 4.27410 1.84532
H -2.52228 4.14035 -0.63913
H -1.58759 2.15945 -1.67130

Here are the Mulliken charges for atoms 1 to 6, given in e: -0.31, -0.62, 0.11, -0.40, 0.66, -0.94



C3H9OS | ωB97M-V with the def2-TZVPD basis set

Its spin multiplicity is 1. The largest force on an atom comes out at 0.022 Eh/bohr. Its total charge is -1. For the energy relative to the best compared isomer or geometry (same formula, charge and spin), the calculation gives 85.5 kJ/mol. As for the LUMO energy: 4.17 eV.

Geometry (Å):
C 1.00727 2.05638 0.48765
O -0.37465 2.25359 0.66672
H 1.46947 2.10315 1.45111
H 1.21861 1.10119 -0.02365
H 1.45569 2.85199 -0.13966
C -0.01467 -1.67182 0.31392
C -0.94248 -1.50546 -0.87793
S -0.74015 0.09753 -1.78586
H -0.53220 -2.12165 1.16501
H 0.29304 -0.70807 0.70586
H 0.83258 -2.32849 0.13806
H -0.83961 -2.30598 -1.59419
H -1.97399 -1.51197 -0.55916
H -0.85891 1.68960 0.05212

Here are the Mulliken charges for atoms 1 to 6, given in e: -0.49, -0.51, 0.23, 0.16, 0.19, -0.79



C22H23ClN2O4 | ωB97M-V with the def2-TZVPD basis set

Its spin multiplicity is 1. The largest force on an atom comes out at 0.020 Eh/bohr. Its SMILES is CCCCc1cc(=O)oc2cc(O[C@H](C)C(=O)NCc3ccccn3)c(Cl)cc12. For the energy relative to the best compared isomer or geometry (same formula, charge and spin), the calculation gives 99.6 kJ/mol. As for the LUMO energy: 0.12 eV.

Geometry (Å):
C 1.72147 5.97381 2.46284
C 1.00369 6.02194 1.11986
C 1.24616 4.75280 0.30699
C 0.52988 4.80514 -1.04949
C 0.75376 3.53978 -1.81780
C 1.69747 3.47182 -2.78415
C 1.98257 2.26398 -3.52981
O 2.81718 2.15345 -4.39158
O 1.22814 1.15868 -3.21542
C 0.27733 1.19055 -2.26280
C -0.42131 0.00326 -2.04565
C -1.41644 -0.05806 -1.08518
O -2.16616 -1.13974 -0.80000
C -2.01290 -2.31781 -1.57814
C -3.12952 -3.27337 -1.16333
C -0.66546 -3.01353 -1.32777
O -0.08604 -3.62901 -2.19674
N -0.22083 -2.86301 -0.06821
C 0.87499 -3.63839 0.45333
C 0.41544 -4.55238 1.56162
C 1.24359 -5.55524 2.05722
C 0.76978 -6.36062 3.07740
C -0.50901 -6.13923 3.56824
C -1.25212 -5.11346 3.00958
N -0.80491 -4.33947 2.03501
C -1.68821 1.10163 -0.32961
Cl -2.91440 1.01869 0.88127
C -1.00610 2.27218 -0.54289
C -0.00476 2.34931 -1.52019
H 2.79481 5.87341 2.31836
H 1.53493 6.88364 3.02811
H 1.37494 5.12688 3.05104
H -0.06886 6.14661 1.28643
H 1.35295 6.88718 0.55229
H 0.90042 3.88572 0.87340
H 2.31768 4.62864 0.13627
H -0.53732 4.96988 -0.89406
H 0.92124 5.64714 -1.62246
H 2.29567 4.32845 -3.05238
H -0.15047 -0.85225 -2.64207
H -2.09664 -2.08351 -2.64734
H -3.03182 -3.52300 -0.10934
H -3.06613 -4.18290 -1.75352
H -4.09638 -2.80438 -1.32600
H -0.84638 -2.47509 0.62466
H 1.65782 -2.96994 0.83468
H 1.29065 -4.21813 -0.37639
H 2.23055 -5.69680 1.64474
H 1.38506 -7.15072 3.48245
H -0.91626 -6.74639 4.36099
H -2.25446 -4.89238 3.35296
H -1.25528 3.13423 0.05257

Here are the Mulliken charges for atoms 1 to 6, given in e: -1.29, -0.33, -0.47, -1.26, 0.89, -0.48